C4H14NO2S | wB97M-V/def2-TZVPD

Geometry as XYZ:
```
22
Properties=species:S:1:pos:R:3:forces:R:3:mulliken_charge:R:1
C 1.091743 -1.165505 -2.554815 0.823 1.402 1.185 -0.867
N 1.695146 -0.827591 -1.230143 -1.603 0.775 -1.071 -0.482
C 0.648027 -0.459775 -0.245276 1.377 -1.672 2.778 0.922
C 1.140647 0.620814 0.757421 -0.463 0.044 0.801 -1.017
S 0.709731 2.329713 0.308782 0.329 0.166 -0.213 -0.647
C 0.366382 -1.765214 0.639961 -0.716 0.747 -1.031 -1.282
H 0.320795 -0.411354 -2.744100 -0.010 -0.339 -0.043 0.312
H 1.886372 -0.952400 -3.258572 -0.010 -0.579 -0.655 0.336
H 0.688740 -2.171246 -2.587569 -0.147 -0.293 -0.356 0.261
H 2.178589 -1.648448 -0.898891 0.067 0.074 0.145 0.268
H -0.329495 -0.170866 -0.628450 0.468 0.312 -0.690 -0.114
H 0.637095 0.521387 1.734479 -0.392 -0.492 -0.447 0.142
H 2.168656 0.374826 1.122203 -0.083 0.425 -1.026 0.294
H 1.093172 -2.545311 0.405286 -0.117 -0.118 0.104 0.317
H -0.654513 -2.116274 0.363851 0.649 -0.127 0.645 0.256
H 0.461461 -1.482071 1.687059 -0.340 -0.394 0.043 0.393
H -1.887964 1.805336 2.383936 -0.022 0.047 -0.032 0.299
H -0.752454 2.768575 2.485639 -0.015 0.096 -0.341 0.282
O -1.642303 2.611124 2.851660 0.057 -0.152 0.144 -0.641
H -2.791535 1.058004 -0.598833 0.884 0.307 0.064 0.327
H -3.430283 2.205849 0.260282 0.702 0.223 0.064 0.325
O -3.598010 1.420429 -0.253908 -1.437 -0.450 -0.069 -0.684
```
Forces are in eV/Å.

For the LUMO energy, the calculation gives 3.51 eV. The total energy comes out at -20795.6189 eV. Its charge is -1. The value obtained for the gap between HOMO and LUMO is 6.29 eV. The value obtained for the energy above the lowest of the compared OMol25 structures with the same formula, charge and spin is 1.317 eV.